The following is a quantum chemistry calculation of a structure of composition C39H34ClFN8O4SeV in a non-equilibrium geometry, from OMol25.

Its LUMO energy (alpha / beta) is 1.544 / 1.352 eV. As for the expectation value of S²: 2.02. Its spin multiplicity is 3. Its charge is -1. The frontier orbital gap (alpha / beta) is 5.63 / 5.44 eV.

XYZ file:
```
89
Properties=species:S:1:pos:R:3:forces:R:3
V 0.452 0.856 1.426 2.0 -0.8 -1.0
C -1.189 2.372 4.961 0.2 0.2 0.2
C -0.324 3.427 5.200 -0.1 -0.3 -0.1
C 0.560 3.801 4.202 0.1 0.1 -0.2
C 0.558 3.110 3.002 -0.5 0.1 0.5
N -0.256 2.054 2.790 -0.8 1.7 1.8
C -1.114 1.708 3.751 -0.1 -0.1 -0.1
C 1.430 3.421 1.866 0.1 0.2 -0.4
C 2.119 4.621 1.733 0.0 0.0 0.2
C 2.881 4.849 0.606 0.0 -0.2 -0.1
C 2.915 3.866 -0.376 0.1 0.2 0.1
C 2.184 2.715 -0.186 -0.1 -0.3 -0.1
N 1.462 2.469 0.910 1.4 2.7 -0.3
H -1.890 2.031 5.709 -0.1 0.0 -0.1
H -0.325 3.939 6.152 0.0 0.0 0.0
H 1.283 4.584 4.380 -0.1 0.1 -0.1
H -1.743 0.851 3.556 0.1 0.0 0.0
H 2.055 5.367 2.512 0.0 0.0 0.0
H 3.432 5.772 0.487 0.0 0.0 0.0
H 3.509 3.987 -1.271 -0.1 0.0 0.0
H 2.168 1.943 -0.945 0.0 0.0 0.0
C 4.073 -2.791 -3.074 -0.1 0.0 0.0
C 2.692 -2.872 -3.665 0.0 0.1 0.0
C 2.466 -3.484 -4.889 -0.1 0.0 0.0
C 1.191 -3.562 -5.433 0.0 0.0 -0.1
C 0.117 -3.030 -4.741 0.0 0.0 0.0
C 0.316 -2.417 -3.513 0.0 0.0 0.1
C 1.599 -2.319 -2.977 -0.1 -0.1 -0.2
N 1.846 -1.735 -1.729 0.1 -0.1 0.1
C 1.214 -0.687 -1.091 0.3 0.0 -0.2
N 0.461 0.098 -1.885 0.1 0.0 -0.1
C -0.461 1.115 -1.521 -0.3 0.2 0.2
C -0.642 1.492 -0.191 -0.5 0.3 -0.6
C -1.672 2.408 0.051 0.0 0.1 -0.1
C -2.442 2.948 -0.966 0.0 0.1 0.0
C -2.177 2.602 -2.279 0.1 0.0 0.0
C -1.191 1.674 -2.577 0.0 0.0 -0.2
C -0.955 1.279 -4.016 0.0 0.0 0.1
N 1.453 -0.452 0.167 0.4 -0.7 -0.7
C 2.239 -1.443 0.836 0.2 -0.4 0.0
C 1.618 -2.563 1.383 -0.1 0.1 0.0
C 2.347 -3.513 2.078 0.0 0.0 0.0
C 3.721 -3.376 2.190 0.0 0.0 0.0
C 4.350 -2.292 1.595 0.1 0.0 0.0
C 3.632 -1.316 0.916 -0.1 0.1 -0.1
C 4.322 -0.124 0.317 -0.1 -0.1 0.0
H 4.812 -3.194 -3.765 0.0 0.0 0.0
H 4.140 -3.362 -2.142 0.1 0.0 0.0
H 4.339 -1.757 -2.846 0.0 0.0 0.0
H 3.304 -3.908 -5.429 0.0 0.0 0.0
H 1.037 -4.047 -6.389 0.0 0.0 0.0
H -0.885 -3.106 -5.143 0.0 0.0 0.0
H -0.530 -2.042 -2.950 0.0 0.0 0.0
H 2.565 -2.164 -1.166 0.0 0.0 0.0
H 0.445 -0.168 -2.854 0.1 0.0 0.0
H -1.908 2.691 1.068 0.0 0.0 0.0
H -3.249 3.633 -0.735 0.0 0.0 0.0
H -2.750 3.039 -3.088 0.0 0.0 0.0
H -1.483 1.967 -4.674 0.0 0.0 0.0
H -1.336 0.274 -4.227 0.1 0.0 0.0
H 0.104 1.309 -4.289 0.0 0.0 0.0
H 0.546 -2.668 1.287 0.0 0.1 0.0
H 1.835 -4.345 2.543 0.0 0.0 0.0
H 4.301 -4.107 2.739 0.0 0.0 0.0
H 5.426 -2.188 1.675 0.0 0.0 0.0
H 5.387 -0.141 0.547 0.0 0.0 -0.1
H 3.891 0.784 0.736 0.0 0.1 0.0
H 4.196 -0.090 -0.771 0.0 0.0 0.0
F -6.134 -3.781 2.168 -0.1 0.1 0.0
C -5.649 -2.719 1.492 0.2 -0.2 0.1
C -4.332 -2.616 1.277 -0.4 0.0 0.1
N -3.802 -1.587 0.549 0.0 0.2 -0.1
C -2.373 -1.401 0.446 0.3 0.1 0.4
C -1.685 -1.225 1.821 -0.8 -0.3 -0.4
O -2.067 -1.840 2.796 0.3 0.1 0.0
O -0.675 -0.426 1.780 -2.2 -2.6 1.1
C -4.613 -0.602 -0.015 0.1 -0.2 -0.3
O -4.182 0.237 -0.776 -0.1 0.0 0.1
N -5.951 -0.725 0.285 -0.1 0.0 0.0
C -6.589 -1.710 1.034 0.1 0.2 -0.1
O -7.786 -1.696 1.223 0.0 -0.1 0.0
H -3.644 -3.341 1.681 0.0 0.0 0.0
H -2.206 -0.507 -0.149 0.0 -0.1 -0.1
H -1.906 -2.266 -0.040 0.0 0.0 0.0
H -6.516 0.079 0.033 0.0 0.0 0.0
Cl 2.242 0.691 3.060 0.4 -0.3 0.2
Se -4.239 1.330 2.636 0.6 -0.2 0.6
C -5.707 1.969 1.839 -0.7 0.3 -0.5
N -6.656 2.345 1.281 0.1 -0.1 0.0
```
Forces are in eV/Å.

Mulliken population analysis, charges in e, atoms 1 to 2: number 1, V, carries -0.09; number 2, C, carries -1.22


The following is a quantum chemistry calculation of a structure of composition C39H34ClN3SSi2V in a non-equilibrium geometry, from OMol25.

Its LUMO energy (alpha / beta) is -0.778 / -0.765 eV. As for the expectation value of S²: 3.77. Its spin multiplicity is 4. Its charge is 0. The frontier orbital gap (alpha / beta) is 4.52 / 4.55 eV.

XYZ file:
```
81
Properties=species:S:1:pos:R:3:forces:R:3
C 3.166 -0.674 2.941 1.1 -0.8 -0.5
C 2.214 -1.390 2.159 0.8 -1.5 -0.3
C 2.280 -0.873 0.828 1.4 -1.1 -0.9
H 1.601 -2.233 2.487 0.1 0.4 -0.1
C 3.281 0.152 0.788 0.8 -1.1 -0.5
C 3.821 0.287 2.104 0.8 -1.1 0.1
H 4.636 0.944 2.412 -0.4 -0.1 -0.1
H 3.406 -0.886 3.975 -0.2 0.3 -0.1
H 1.690 -1.191 -0.022 0.2 0.1 0.1
H 3.620 0.678 -0.101 -0.3 -0.1 0.2
V 1.758 0.621 2.102 -4.1 3.0 0.8
Si -1.082 0.762 -0.436 3.0 -2.2 2.6
C -1.880 -0.806 0.416 0.0 0.5 -2.2
C -3.261 -0.807 0.522 -0.1 -0.5 0.1
H -3.810 0.096 0.272 0.0 0.0 0.2
C -3.947 -1.977 0.808 -0.1 0.1 0.2
H -5.026 -1.939 0.883 -0.1 -0.2 0.0
C -3.251 -3.171 0.957 -0.4 0.3 0.1
H -3.800 -4.083 1.175 0.2 0.0 0.0
C -1.875 -3.165 0.800 0.5 -0.4 -0.1
H -1.325 -4.090 0.873 0.0 -0.3 0.0
C -1.185 -2.000 0.488 -0.5 -0.4 0.7
H -0.120 -2.033 0.287 -0.1 0.0 0.2
C 0.151 0.134 -1.872 -1.1 1.1 2.9
C 0.175 -1.217 -2.463 -2.2 -1.1 -0.8
H -0.387 -2.074 -2.041 0.7 0.4 0.5
C 1.309 -1.582 -3.277 1.8 0.7 -1.0
H 1.359 -2.590 -3.707 -0.2 0.4 0.2
C 2.385 -0.728 -3.472 -1.2 -2.5 -0.7
H 3.238 -1.019 -4.096 -0.4 -0.1 0.3
C 2.407 0.521 -2.832 -1.3 1.8 1.4
H 3.286 1.154 -2.926 -0.1 0.0 0.2
C 1.337 0.937 -2.069 1.3 0.2 -0.9
H 1.398 1.867 -1.512 0.0 -0.1 -0.3
H 0.058 0.315 0.545 0.8 0.8 1.4
Si -1.425 -0.097 -2.843 -1.7 -0.6 -3.3
C -1.267 0.718 -4.503 -0.4 0.2 -0.4
C -1.782 0.053 -5.635 0.9 0.1 -0.4
H -2.720 -0.507 -5.569 0.5 -0.2 0.1
C -1.047 0.092 -6.829 -0.1 0.5 -0.1
H -1.357 -0.529 -7.685 0.2 0.4 0.4
C 0.096 0.915 -6.920 0.0 -0.4 0.3
H 0.736 0.861 -7.809 -0.4 0.1 0.3
C 0.448 1.755 -5.849 -0.3 0.1 -0.6
H 1.308 2.426 -5.933 -0.4 -0.2 -0.1
C -0.292 1.719 -4.669 0.0 -0.8 -0.5
H -0.093 2.413 -3.863 0.3 -0.3 0.2
C -3.230 -1.018 -2.887 0.2 -0.2 0.7
C -3.281 -2.428 -2.991 -0.2 0.1 0.0
H -2.341 -2.982 -3.101 -0.4 0.1 0.2
C -4.505 -3.137 -3.020 0.2 0.6 -0.2
H -4.488 -4.240 -3.111 -0.1 0.8 0.1
C -5.724 -2.430 -2.979 0.5 0.2 0.2
H -6.669 -2.982 -3.012 0.3 0.2 0.0
C -5.722 -1.021 -2.898 1.0 -0.5 -0.2
H -6.674 -0.472 -2.881 0.6 -0.2 0.0
C -4.480 -0.336 -2.868 0.0 -0.2 0.0
H -4.509 0.757 -2.870 0.1 -0.3 0.2
H -2.412 1.293 -0.434 -0.9 1.2 -0.9
Cl -0.250 2.792 -0.075 -0.6 0.8 -0.5
N 2.082 2.832 5.589 -0.1 0.6 0.1
C 1.836 1.679 6.344 0.7 0.1 -0.4
C 2.191 1.380 7.651 -0.3 -0.4 0.5
C 2.102 0.038 8.058 0.0 0.8 -0.3
C 1.719 -0.957 7.141 -0.3 0.2 -0.5
C 1.405 -0.641 5.812 -0.3 -0.4 0.5
C 1.460 0.693 5.421 0.7 0.8 -0.6
N 1.486 1.256 4.135 -0.1 1.7 0.4
C 1.869 2.554 4.281 -0.8 -3.0 1.1
C 2.173 3.340 3.125 0.5 1.1 -2.0
C 2.651 4.627 3.006 -0.1 -0.9 -0.1
S 3.030 4.952 1.340 -0.2 -0.2 0.8
C 2.529 3.393 0.872 -1.0 -1.0 2.6
N 2.075 2.645 1.915 1.3 2.4 -1.2
H 2.411 3.736 5.913 -0.2 -0.5 0.1
H 2.525 2.188 8.304 0.0 -0.4 0.0
H 2.359 -0.235 9.084 -0.1 0.1 -0.4
H 1.674 -1.990 7.482 0.0 0.2 -0.2
H 1.126 -1.397 5.082 0.1 0.0 0.2
H 2.829 5.296 3.843 0.0 0.1 -0.5
H 2.522 3.058 -0.161 0.0 0.0 0.3
```
Forces are in eV/Å.

Mulliken population analysis, charges in e, atoms 1 to 2: number 1, C, carries -0.43; number 2, C, carries -0.84


Looking at energy above the lowest of the compared OMol25 structures with the same formula, charge and spin for the records above, in order, we have 129.11 118.65 kJ/mol.
Looking at E for the records above, in order, we have -6151.35268 -4052.01499 Eh.